ORCA calculation (ωB97M-V/def2-TZVPD) on a single C5H11NO molecule.

Each line ends with the Mulliken charge.
CARTESIAN COORDINATES (ANGSTROEM)
C  1.415  -0.764  -1.654  -0.986
C  0.967  -1.088  -0.233  -0.714
N  -0.119  -0.240  0.245  0.052
C  -1.456  -0.687  -0.083  -0.896
C  0.227  0.968  0.787  0.767
C  -0.832  1.831  1.452  -1.002
O  1.396  1.333  0.810  -0.628
H  2.234  -1.430  -1.947  0.342
H  1.773  0.268  -1.702  0.297
H  0.600  -0.891  -2.376  0.268
H  1.807  -0.963  0.453  0.352
H  0.623  -2.127  -0.164  0.388
H  -1.696  -1.619  0.444  0.274
H  -2.202  0.060  0.182  0.351
H  -1.542  -0.875  -1.161  0.273
H  -0.852  2.815  0.977  0.249
H  -0.498  1.976  2.481  0.286
H  -1.846  1.434  1.486  0.324

Properties
SMILES = CCN(C)C(C)=O
Multiplicity = 1
Total energy = -327.11637 Ha